C9H21BrN2OY | ωB97M-V/def2-TZVPD

Last column: natural (NBO) charge in e.
Positions of all 35 atoms, in Å:
C  -1.199  -2.842  -1.439  -0.274
O  -0.169  -2.182  -2.182  -0.455
C  0.436  -1.090  -1.620  0.133
C  -0.433  0.159  -1.501  -0.458
C  -0.942  0.584  -2.886  -0.432
C  -2.408  0.947  -2.847  -0.405
Br  -2.639  2.441  -1.604  0.062
C  1.064  -1.402  -0.220  -0.331
N  1.747  -0.191  0.391  -0.378
C  1.054  0.132  1.660  -0.235
C  1.635  1.322  2.405  -0.472
C  0.591  2.276  2.955  -0.227
N  -0.417  1.627  3.791  -0.759
H  -1.831  -3.389  -2.118  0.263
H  -0.751  -3.573  -0.764  0.167
H  -1.783  -2.150  -0.847  0.180
H  1.268  -0.836  -2.271  0.234
H  -1.289  0.001  -0.852  0.224
H  0.160  0.979  -1.110  0.231
H  -0.797  -0.192  -3.629  0.246
H  -0.404  1.456  -3.233  0.244
H  -2.754  1.308  -3.800  0.264
H  -3.022  0.126  -2.513  0.220
H  1.863  -2.193  -0.375  0.157
H  0.353  -1.786  0.517  0.233
H  2.689  -0.533  0.685  0.090
H  -0.005  0.236  1.442  0.322
H  1.098  -0.790  2.381  0.062
H  2.299  0.992  3.211  0.221
H  2.258  1.871  1.705  0.274
H  1.137  2.974  3.581  0.254
H  0.170  2.857  2.137  0.226
H  -0.597  0.657  3.554  0.331
H  -1.312  2.096  3.683  0.408
Y  2.930  -1.892  1.712  2.378

## Properties
**Frontier orbital gap**: 2.03 eV
**HOMO level**: -17.444 eV
**Molar mass**: 342.09 g mol⁻¹
**Multiplicity**: 1
**Lowest unoccupied orbital energy**: -15.41 eV
**Charge**: +3